75
Properties=species:S:1:pos:R:3:forces:R:3 method="wB97M-V/def2-TZVPD" multiplicity=4 charge=-2
Cr -0.298 0.320 2.095 -0.1 0.3 1.2
C 1.443 3.891 0.258 -0.2 -0.1 0.0
C 1.308 2.469 0.752 -0.9 0.0 0.0
N 0.116 1.980 1.041 0.8 0.5 -0.3
N -0.932 2.844 0.774 -0.1 0.7 -0.3
C -2.090 2.531 1.254 0.5 -0.5 0.1
S -2.481 1.171 2.198 -0.4 0.2 -0.1
S -3.376 3.686 0.817 -0.3 0.1 -0.1
C -3.547 3.321 -0.979 0.2 0.0 0.5
C -2.526 3.978 -1.855 0.0 0.0 -0.2
C -2.719 5.269 -2.339 0.0 0.0 0.1
C -1.796 5.854 -3.192 0.0 0.0 -0.1
C -0.662 5.153 -3.575 0.0 0.0 0.0
C -0.454 3.869 -3.091 0.0 0.0 0.0
C -1.379 3.286 -2.238 0.0 0.0 0.0
C 2.526 1.706 0.891 0.4 -0.4 0.2
C 3.749 2.269 0.472 0.0 0.1 0.0
C 4.949 1.610 0.590 0.2 0.1 -0.1
C 4.975 0.317 1.129 -0.2 0.0 0.0
C 3.809 -0.279 1.531 0.2 -0.1 0.1
C 2.565 0.395 1.455 -0.1 0.3 -0.2
O 1.527 -0.218 1.892 0.1 0.0 0.0
H 0.469 4.357 0.204 0.0 0.0 0.0
H 1.894 3.915 -0.736 0.0 0.0 0.0
H 2.077 4.454 0.944 0.1 0.0 0.0
H -4.549 3.683 -1.207 0.0 -0.1 -0.1
H -3.520 2.237 -1.079 -0.1 0.0 0.0
H -3.602 5.823 -2.035 0.0 0.0 0.0
H -1.971 6.852 -3.578 0.0 0.0 0.0
H 0.055 5.605 -4.250 0.0 0.0 0.0
H 0.424 3.311 -3.395 0.0 0.0 0.0
H -1.212 2.287 -1.855 -0.1 0.0 -0.1
H 3.754 3.257 0.032 0.0 0.0 0.1
H 5.866 2.092 0.273 0.0 0.0 0.0
H 5.914 -0.215 1.225 0.0 0.0 0.0
H 3.791 -1.279 1.946 0.0 0.0 0.0
S -3.606 -1.231 -0.197 -0.1 0.1 -0.2
C -3.235 -2.787 0.439 0.3 0.3 0.0
C -4.205 -3.793 0.606 0.0 -0.2 0.1
C -3.880 -5.015 1.162 -0.1 0.0 -0.1
C -2.576 -5.292 1.557 0.0 -0.1 0.0
C -1.596 -4.324 1.392 0.1 0.1 -0.1
C -1.902 -3.087 0.837 -0.6 0.2 0.1
As -0.647 -1.609 0.623 -0.2 -1.6 -1.5
C -0.573 -1.430 -1.328 0.0 0.4 0.0
C -0.184 -0.197 -1.843 0.0 -0.1 0.2
C -0.081 0.000 -3.213 0.0 0.0 -0.1
C -0.374 -1.040 -4.083 0.0 0.0 0.0
C -0.768 -2.273 -3.576 0.0 0.0 -0.1
C -0.864 -2.468 -2.209 0.0 0.0 0.3
C 1.001 -2.689 0.800 0.2 -0.2 0.2
C 1.382 -3.110 2.077 0.0 0.0 0.1
C 2.479 -3.936 2.261 0.0 0.0 0.0
C 3.231 -4.354 1.169 0.0 0.0 0.0
C 2.890 -3.909 -0.097 0.1 0.0 0.0
C 1.788 -3.081 -0.278 -0.2 0.1 0.0
H -5.225 -3.579 0.310 0.0 0.0 0.0
H -4.651 -5.768 1.292 0.0 0.0 0.0
H -2.330 -6.252 1.996 0.0 0.0 0.0
H -0.585 -4.546 1.698 0.1 0.0 0.0
H 0.035 0.611 -1.151 0.0 0.0 -0.1
H 0.227 0.962 -3.607 0.0 0.0 0.0
H -0.300 -0.893 -5.155 0.0 0.0 0.0
H -1.007 -3.084 -4.255 0.0 0.0 0.0
H -1.176 -3.421 -1.796 0.0 0.0 -0.1
H 0.830 -2.766 2.942 0.0 0.0 0.0
H 2.747 -4.249 3.263 0.0 0.0 0.0
H 4.077 -5.018 1.306 0.0 0.0 0.0
H 3.481 -4.208 -0.957 0.0 0.0 0.0
H 1.548 -2.732 -1.274 0.0 -0.1 0.0
O -0.955 -0.112 5.923 -0.5 0.2 0.1
Se 0.009 -0.259 4.652 0.4 -0.4 2.4
O 1.415 -0.915 5.059 0.5 -0.2 -0.2
O -0.720 -1.143 3.434 0.0 0.3 -0.9
O 0.203 1.192 3.855 -0.1 0.2 -0.9

---

63
Properties=species:S:1:pos:R:3:forces:R:3 method="wB97M-V/def2-TZVPD" multiplicity=1 charge=0 smiles="CCCCc1cc(=O)oc2cc(C)cc(OCC(=O)N[C@@H](CSCc3ccccc3)C(=O)O)c12"
C -0.397 -2.970 2.076 0.2 0.1 0.1
C 0.706 -2.024 2.533 -0.3 0.1 -0.1
C 0.240 -0.573 2.477 0.2 -0.1 0.2
C 1.331 0.421 2.910 -0.2 0.1 0.1
C 2.257 0.701 1.767 0.6 -0.3 0.3
C 3.476 0.111 1.745 -0.4 0.2 0.1
C 4.394 0.223 0.638 0.5 -0.3 0.2
O 5.489 -0.283 0.572 -0.4 0.2 0.0
O 3.949 0.939 -0.441 0.2 0.0 -0.2
C 2.745 1.551 -0.456 -0.9 0.4 0.1
C 2.428 2.215 -1.640 0.1 0.0 0.1
C 1.215 2.857 -1.769 0.3 -0.2 0.3
C 0.808 3.521 -3.044 0.0 0.0 0.0
C 0.346 2.881 -0.679 -0.1 0.1 0.3
C 0.654 2.250 0.511 0.3 0.1 -0.4
O -0.159 2.317 1.606 0.2 -0.2 0.0
C -1.315 3.122 1.556 -0.3 0.3 0.0
C -2.433 2.531 0.689 0.5 -0.1 0.3
O -3.244 3.213 0.105 -0.2 0.3 -0.1
N -2.406 1.184 0.668 0.0 -0.5 0.1
C -3.348 0.387 -0.067 -0.1 0.1 -0.1
C -2.643 -0.497 -1.099 0.3 0.2 -0.4
S -1.646 0.536 -2.229 -0.2 -0.3 0.0
C -0.903 -0.811 -3.230 -0.4 0.4 0.3
C -0.028 -1.699 -2.409 0.0 -0.2 0.0
C 1.186 -1.225 -1.925 -0.1 -0.1 0.0
C 2.003 -2.040 -1.165 0.1 0.1 0.0
C 1.614 -3.337 -0.874 0.0 -0.1 0.0
C 0.401 -3.813 -1.342 0.1 -0.1 0.0
C -0.418 -2.998 -2.104 0.0 0.1 -0.1
C -4.109 -0.523 0.891 0.2 0.2 0.3
O -3.761 -0.761 2.015 0.1 0.0 0.1
O -5.187 -1.056 0.322 -0.5 -0.2 -0.5
C 1.859 1.508 0.636 0.1 0.1 -0.4
H -0.081 -4.005 2.174 0.0 -0.2 0.0
H -1.296 -2.824 2.671 -0.1 0.0 0.1
H -0.644 -2.790 1.031 -0.1 0.0 -0.1
H 1.583 -2.151 1.895 0.1 0.0 0.0
H 0.994 -2.273 3.557 0.1 0.0 0.0
H -0.055 -0.352 1.448 -0.1 0.0 -0.1
H -0.633 -0.458 3.123 -0.1 0.0 0.0
H 1.897 -0.009 3.738 0.0 0.0 0.0
H 0.873 1.346 3.252 0.1 -0.1 0.1
H 3.817 -0.502 2.565 0.0 0.0 0.1
H 3.148 2.195 -2.442 0.1 0.0 -0.1
H -0.133 3.096 -3.391 -0.1 0.0 -0.1
H 0.649 4.586 -2.882 0.0 0.1 -0.1
H 1.564 3.392 -3.812 0.0 0.0 -0.1
H -0.594 3.393 -0.798 -0.1 0.1 0.0
H -1.676 3.166 2.588 0.0 0.0 -0.1
H -1.095 4.142 1.222 -0.1 -0.2 0.0
H -1.750 0.697 1.263 0.0 0.1 -0.1
H -4.042 1.073 -0.566 0.1 -0.1 0.1
H -1.965 -1.195 -0.603 -0.1 -0.1 0.1
H -3.379 -1.046 -1.687 0.0 -0.1 0.1
H -0.330 -0.284 -3.992 0.0 0.0 -0.1
H -1.719 -1.360 -3.701 0.1 0.0 -0.1
H 1.482 -0.212 -2.153 0.0 0.1 0.0
H 2.953 -1.670 -0.808 0.1 0.0 0.0
H 2.255 -3.975 -0.284 0.1 -0.1 0.1
H 0.091 -4.823 -1.116 0.0 -0.1 0.0
H -1.361 -3.376 -2.474 -0.1 0.0 -0.1
H -5.657 -1.639 0.941 0.3 0.1 0.1

---

217
Properties=species:S:1:pos:R:3:forces:R:3 method="wB97M-V/def2-TZVPD" multiplicity=1 charge=-1
O 24.974 -12.618 13.342 0.0 -0.2 0.2
C 24.399 -12.861 14.369 0.0 0.3 -1.0
O 24.775 -12.533 15.580 0.2 -0.4 0.4
B 23.676 -12.818 16.531 0.4 0.9 0.1
O 22.677 -13.538 15.747 -0.2 -0.1 -0.4
C 23.013 -13.542 14.448 0.4 0.4 1.1
O 22.349 -13.950 13.548 0.2 0.1 -0.2
O 23.183 -11.481 16.985 -0.3 -0.2 0.1
C 23.142 -11.450 18.298 -0.3 0.3 0.4
O 22.629 -10.609 18.988 0.0 -0.4 -0.6
C 23.815 -12.725 18.823 -0.1 -0.2 -0.2
O 24.076 -13.494 17.777 0.2 -0.1 -0.5
O 24.012 -13.023 19.965 0.0 0.0 0.2
C 27.928 -6.784 9.791 -0.5 0.1 -0.2
C 28.575 -8.044 10.346 0.2 -0.3 0.1
C 27.673 -9.252 10.164 -0.2 -0.4 -1.5
O 26.417 -9.084 10.776 0.3 -0.2 0.3
C 25.915 -10.296 11.312 -0.3 0.5 0.6
N 29.822 -8.315 9.612 0.5 -0.4 0.2
H 28.025 -6.747 8.704 0.3 -0.2 0.0
H 28.349 -5.864 10.197 0.0 0.0 0.1
H 26.849 -6.789 9.959 0.1 0.1 0.4
H 28.779 -7.978 11.421 -0.2 0.3 0.0
H 28.173 -10.196 10.424 0.0 0.2 0.7
H 27.509 -9.407 9.082 0.0 0.3 0.0
H 25.645 -11.032 10.551 0.2 0.0 -0.1
H 25.017 -10.048 11.875 -0.1 0.0 -0.1
H 26.623 -10.699 12.040 0.0 -0.3 -0.2
H 30.137 -9.259 9.835 -0.2 -0.1 -0.1
H 30.585 -7.764 9.998 -0.2 0.4 -0.1
C 24.663 -16.069 21.408 -0.7 0.7 0.5
C 23.892 -16.428 22.683 -0.1 -0.7 -0.3
C 24.027 -15.385 23.781 0.4 0.1 -0.3
O 23.642 -15.821 25.066 -0.3 0.2 0.2
C 24.397 -16.876 25.594 0.2 -0.3 0.1
N 22.470 -16.669 22.371 -0.3 -0.4 0.2
H 25.648 -15.702 21.702 0.2 -0.2 -0.4
H 24.122 -15.270 20.901 0.3 0.2 0.1
H 24.702 -16.887 20.690 0.2 -0.2 0.2
H 24.337 -17.371 23.027 0.0 0.1 0.3
H 23.391 -14.523 23.569 0.0 0.0 -0.1
H 25.069 -15.036 23.795 0.0 0.0 0.1
H 24.005 -17.841 25.253 0.2 0.0 0.0
H 24.343 -16.863 26.684 -0.3 0.2 0.0
H 25.464 -16.796 25.353 -0.1 0.0 -0.2
H 22.282 -17.667 22.390 0.1 0.0 -0.3
H 21.854 -16.328 23.104 0.2 0.3 0.0
C 18.405 -14.923 13.700 -0.7 0.0 -0.3
C 19.141 -15.932 12.801 0.6 0.4 1.7
C 19.207 -15.491 11.364 -0.1 0.4 -0.2
O 17.881 -15.369 10.876 -0.1 -0.1 -0.1
C 17.812 -15.207 9.491 -0.1 -0.3 -0.7
N 20.496 -16.113 13.343 0.3 -0.2 -0.5
H 17.424 -14.626 13.312 0.2 0.1 -0.2
H 19.024 -14.038 13.852 0.0 0.1 -0.1
H 18.184 -15.357 14.679 0.3 -0.1 0.0
H 18.645 -16.899 12.918 -0.2 0.0 -0.5
H 19.819 -16.172 10.760 -0.2 -0.2 0.0
H 19.675 -14.498 11.274 0.2 0.0 0.2
H 16.791 -14.956 9.206 -0.1 0.1 0.2
H 18.057 -16.138 8.962 0.1 -0.1 0.1
H 18.466 -14.435 9.068 0.1 0.2 0.4
H 21.076 -15.277 13.236 -0.5 -0.3 -0.1
H 20.457 -16.251 14.348 0.0 -0.2 0.0
C 22.090 -10.612 12.344 -0.1 -0.6 0.0
C 20.690 -10.552 12.938 0.6 1.8 1.4
C 20.735 -11.150 14.345 -0.5 -0.5 -0.4
O 19.516 -10.878 15.002 -0.6 0.5 -0.2
C 19.281 -11.648 16.154 0.6 -0.7 -0.5
N 20.398 -9.087 13.128 -0.7 -0.8 -0.3
H 22.475 -11.634 12.385 0.0 0.0 -0.5
H 22.765 -10.002 12.946 -0.2 0.1 0.1
H 22.124 -10.202 11.335 0.0 -0.2 -0.1
H 19.878 -11.023 12.379 0.3 -0.3 -0.2
H 21.564 -10.735 14.926 0.2 -0.1 -0.1
H 20.825 -12.234 14.228 0.2 0.0 0.2
H 18.279 -11.432 16.513 0.1 0.3 0.3
H 20.086 -11.495 16.882 -0.3 0.2 0.3
H 19.305 -12.719 15.896 0.0 0.0 0.0
H 19.671 -9.056 13.842 0.1 0.2 0.0
H 19.923 -8.797 12.275 0.2 0.3 0.1
C 24.817 -16.469 16.333 -0.1 -0.1 -0.3
C 23.552 -17.287 16.053 0.4 0.4 0.9
C 23.497 -18.410 17.072 -0.5 -0.7 0.4
O 24.657 -19.214 17.029 0.5 0.0 -0.6
C 24.886 -20.041 18.138 0.0 0.8 0.1
N 22.359 -16.455 16.278 0.2 0.4 -0.2
H 25.719 -17.077 16.245 0.1 0.1 -0.1
H 24.758 -16.052 17.335 -0.1 -0.1 0.1
H 24.871 -15.609 15.660 0.1 -0.1 -0.2
H 23.595 -17.664 15.029 -0.3 -0.1 0.0
H 22.622 -19.064 16.946 -0.1 0.2 -0.2
H 23.371 -17.956 18.066 0.2 0.1 0.0
H 24.190 -20.884 18.188 -0.1 0.0 0.1
H 24.832 -19.413 19.038 -0.2 -0.3 0.2
H 25.912 -20.400 18.067 -0.1 -0.2 -0.1
H 22.327 -16.185 17.279 0.0 -0.6 -0.3
H 22.606 -15.542 15.896 -0.5 -0.3 -0.3
C 28.577 -14.732 11.770 -0.1 0.0 0.4
C 28.709 -13.267 12.207 0.2 -0.8 -0.6
C 28.111 -13.021 13.600 0.5 0.6 -1.5
O 29.077 -13.346 14.567 -0.5 0.1 0.3
C 28.583 -13.113 15.868 0.2 -0.7 0.3
N 30.097 -12.834 12.131 1.0 0.6 0.5
H 27.552 -15.094 11.868 0.0 0.1 -0.1
H 29.204 -15.352 12.417 0.0 -0.1 0.0
H 28.905 -14.866 10.738 0.0 0.0 0.0
H 28.150 -12.650 11.496 -0.2 -0.1 0.1
H 27.176 -13.584 13.637 0.1 -0.2 0.5
H 27.842 -11.957 13.612 0.0 0.0 0.6
H 28.318 -12.070 16.051 -0.1 0.0 -0.1
H 29.353 -13.424 16.576 0.1 0.2 -0.1
H 27.728 -13.767 16.069 -0.3 0.2 -0.1
H 30.689 -13.350 11.490 -0.6 -0.1 -0.4
H 30.590 -12.971 13.008 -0.5 0.1 0.3
C 30.706 -17.798 19.905 0.5 -0.1 0.0
C 29.656 -16.823 20.396 -0.7 -1.0 0.6
C 28.720 -16.448 19.260 0.4 0.8 -0.7
O 27.727 -15.570 19.734 -0.1 -0.3 0.1
C 26.626 -15.422 18.849 0.2 -0.1 0.7
N 28.872 -17.472 21.500 0.6 0.8 -0.7
H 31.203 -17.425 19.007 -0.1 -0.1 0.0
H 30.275 -18.781 19.692 -0.2 0.1 -0.2
H 31.485 -17.997 20.643 -0.1 0.2 0.1
H 30.119 -15.930 20.818 0.0 0.1 -0.2
H 28.262 -17.315 18.763 0.0 -0.2 0.3
H 29.291 -15.924 18.475 0.1 -0.1 0.0
H 26.927 -14.922 17.928 -0.1 0.0 -0.2
H 25.889 -14.830 19.388 0.0 0.2 -0.2
H 26.182 -16.397 18.649 0.1 -0.1 -0.2
H 28.784 -18.446 21.234 -0.4 0.0 0.1
H 27.969 -17.006 21.430 -0.2 -0.4 0.4
C 22.013 -7.643 16.333 -1.6 1.7 0.6
C 22.254 -7.150 17.774 0.4 -1.3 -0.3
C 21.027 -7.404 18.636 0.7 -0.3 -0.2
O 21.308 -6.960 19.939 -0.4 0.5 0.2
C 20.176 -7.000 20.756 -0.8 -0.2 0.0
N 23.451 -7.871 18.295 -0.3 0.6 -0.5
H 22.744 -7.155 15.692 0.3 -0.8 -0.3
H 21.048 -7.227 16.001 0.1 -0.1 -0.2
H 21.879 -8.719 16.294 0.6 -0.2 -0.2
H 22.449 -6.076 17.783 0.1 0.0 0.0
H 20.787 -8.478 18.647 0.1 -0.1 0.0
H 20.176 -6.900 18.156 -0.1 0.2 0.3
H 20.322 -6.530 21.727 0.6 0.0 -0.1
H 19.847 -8.033 20.935 0.0 0.0 0.0
H 19.326 -6.469 20.297 0.0 0.0 -0.1
H 24.148 -7.704 17.571 0.3 0.0 0.2
H 23.237 -8.861 18.185 0.0 0.1 0.4
C 20.516 -14.011 18.695 -1.0 0.7 -0.6
C 20.676 -15.357 19.353 1.8 -0.2 1.0
C 19.710 -16.432 18.922 -0.7 0.4 -0.6
O 18.422 -15.984 19.325 0.0 -0.3 -0.1
C 17.394 -16.829 18.859 -0.2 0.5 0.3
N 22.097 -15.824 19.192 -1.0 -0.1 -0.3
H 21.374 -13.366 18.884 0.0 -0.1 0.1
H 19.627 -13.481 19.051 0.1 -0.1 0.4
H 20.329 -14.007 17.616 0.5 -0.5 -0.1
H 20.626 -15.199 20.438 -0.8 0.0 0.0
H 19.871 -17.447 19.309 0.4 0.2 0.3
H 19.747 -16.528 17.825 0.0 0.0 0.0
H 17.380 -16.870 17.766 0.0 -0.2 0.0
H 16.467 -16.374 19.211 -0.1 -0.1 -0.1
H 17.452 -17.835 19.289 0.2 -0.1 -0.1
H 22.171 -16.617 19.823 0.3 0.1 0.1
H 22.657 -15.087 19.605 0.2 -0.1 0.0
C 22.447 -11.554 23.041 -0.6 -0.2 0.3
C 22.535 -10.076 22.623 0.1 -0.6 0.3
C 22.788 -9.258 23.889 0.8 0.2 -1.0
O 23.021 -7.900 23.540 -0.3 -0.3 0.6
C 23.185 -7.129 24.694 0.0 1.1 0.0
N 23.608 -9.914 21.642 -0.3 -0.9 -0.4
H 21.713 -11.768 23.831 0.1 0.2 0.1
H 23.435 -11.851 23.403 0.0 -0.1 0.0
H 22.165 -12.220 22.223 0.2 0.2 -0.2
H 21.588 -9.753 22.180 0.0 0.1 0.0
H 23.723 -9.658 24.312 -0.1 0.0 0.4
H 21.967 -9.331 24.610 0.0 -0.1 0.0
H 22.261 -6.981 25.273 -0.1 -0.4 0.0
H 23.466 -6.120 24.379 0.1 -0.1 -0.1
H 23.959 -7.487 25.383 0.1 -0.3 -0.1
H 23.221 -10.297 20.770 0.2 0.8 0.3
H 24.328 -10.637 21.806 0.0 0.8 0.3
C 28.003 -13.244 21.604 0.7 0.3 -0.7
C 27.323 -11.909 21.277 0.2 0.0 0.9
C 27.124 -11.799 19.787 -0.4 -0.7 -0.8
O 26.461 -10.628 19.379 0.2 0.2 0.4
C 26.661 -10.327 18.019 -0.6 0.2 0.0
N 26.043 -11.785 22.003 0.3 -0.8 0.0
H 28.896 -13.363 20.976 -0.1 -0.1 0.0
H 27.356 -14.086 21.351 0.0 0.1 0.3
H 28.381 -13.283 22.624 -0.4 0.0 0.2
H 27.977 -11.104 21.628 -0.1 0.1 -0.2
H 26.528 -12.664 19.449 -0.1 0.0 0.2
H 28.068 -11.938 19.243 0.2 0.3 0.3
H 26.333 -11.148 17.369 0.4 -0.1 -0.1
H 27.692 -10.013 17.828 0.1 -0.3 -0.1
H 26.004 -9.490 17.783 0.1 0.1 0.1
H 26.236 -11.904 22.996 0.1 0.3 0.0
H 25.550 -12.654 21.792 -0.4 0.2 -0.2
C 24.793 -15.958 12.163 0.7 -0.8 0.0
C 25.292 -17.070 11.227 -0.1 0.0 0.5
C 25.587 -18.375 11.956 -0.4 -0.5 -0.1
O 26.354 -18.167 13.122 -0.1 -0.3 -0.5
C 26.262 -19.246 14.014 0.4 0.4 1.6
N 24.329 -17.397 10.178 0.5 0.0 -0.5
H 24.859 -15.001 11.648 -0.5 0.1 0.1
H 25.458 -15.915 13.030 -0.1 0.1 0.1
H 23.792 -16.239 12.494 -0.1 0.5 0.0
H 26.235 -16.738 10.782 -0.1 0.0 -0.3
H 26.067 -19.095 11.279 0.3 0.2 -0.1
H 24.638 -18.884 12.195 -0.1 0.3 0.3
H 26.561 -20.236 13.654 -0.1 0.1 -0.6
H 25.296 -19.292 14.529 -0.2 -0.2 -0.5
H 26.942 -19.009 14.839 0.1 0.0 -0.2
H 24.179 -16.578 9.602 -0.2 -0.1 0.0
H 23.438 -17.666 10.580 0.0 0.1 0.1

---

Total energy for every record listed, in sequence, given in a.u.: -8674.456107, -1912.616855, -4247.289564.
Energy above the lowest of the compared OMol25 structures with the same formula, charge and spin for every record listed, in sequence, given in kcal/mol: 0.0, 0.0, 0.0.